{
  "formula": "C18H21N3OS",
  "method": "ωB97M-V with the def2-TZVPD basis set",
  "total_charge": 0,
  "orbital_gap_ev": 8.3299,
  "lumo_ev": 0.641,
  "smiles": "COc1ccccc1N1CCN(C(=S)Nc2ccccc2)CC1",
  "homo_energy_ev": -7.689,
  "symbols": ["C", "O", "C", "C", "C", "C", "C", "C", "N", "C", "C", "N", "C", "S", "N", "C", "C", "C", "C", "C", "C", "C", "C", "H", "H", "H", "H", "H", "H", "H", "H", "H", "H", "H", "H", "H", "H", "H", "H", "H", "H", "H", "H", "H"],
  "positions_angstrom": [[-3.871183, -3.019465, 0.706290], [-3.156114, -1.859641, 0.363134], [-3.812137, -0.656794, 0.348066], [-5.137988, -0.503762, 0.728831], [-5.735789, 0.745662, 0.752701], [-5.010932, 1.862315, 0.386508], [-3.697956, 1.718154, -0.019931], [-3.071594, 0.474843, -0.053615], [-1.752253, 0.423766, -0.514418], [-1.206034, -0.762049, -1.133907], [-0.110623, -0.317075, -2.107434], [0.920246, 0.430051, -1.417343], [2.077882, -0.176109, -1.041906], [2.365838, -1.776613, -1.342303], [3.019483, 0.651791, -0.492032], [4.234445, 0.312008, 0.108071], [4.411857, -0.858872, 0.837813], [5.628161, -1.114470, 1.442770], [6.671951, -0.210407, 1.344408], [6.490249, 0.967137, 0.638708], [5.280481, 1.229492, 0.026387], [0.367704, 1.594952, -0.756897], [-0.739794, 1.152409, 0.211786], [-4.242401, -2.976819, 1.735643], [-4.709030, -3.195501, 0.023792], [-3.157162, -3.836990, 0.616636], [-5.715513, -1.361398, 1.035665], [-6.765504, 0.836170, 1.063027], [-5.466259, 2.840783, 0.402624], [-3.136289, 2.585355, -0.334257], [-1.989871, -1.277852, -1.685081], [-0.770813, -1.455526, -0.400496], [0.345344, -1.184502, -2.584145], [-0.542737, 0.339134, -2.869164], [2.963204, 1.624254, -0.766037], [3.605098, -1.566647, 0.926500], [5.757014, -2.029479, 2.001314], [7.619273, -0.418189, 1.818323], [7.293880, 1.684712, 0.561821], [5.141123, 2.149993, -0.525233], [1.128154, 2.141065, -0.199589], [-0.059149, 2.252086, -1.521873], [-1.182166, 2.024541, 0.693593], [-0.282089, 0.517493, 0.991246]],
  "forces_ev_per_a": [[-0.111, -0.196, 0.076], [0.068, 0.496, -0.048], [0.124, 0.039, 0.010], [-0.029, -0.187, 0.022], [-0.018, 0.040, -0.004], [-0.078, 0.062, 0.085], [-0.061, -0.168, 0.073], [-0.293, -0.058, 0.035], [0.141, -0.034, 0.042], [0.294, -0.034, -0.425], [-0.317, -0.440, -0.192], [0.281, 0.100, 0.108], [0.113, -0.144, -0.316], [0.120, -0.554, -0.053], [-0.501, 0.608, -0.162], [0.441, -0.141, 0.250], [-0.074, -0.010, 0.080], [0.016, 0.068, -0.008], [0.148, 0.024, 0.026], [0.078, -0.016, 0.076], [-0.206, -0.085, -0.087], [-0.178, 0.288, 0.401], [0.238, 0.232, -0.049], [-0.002, 0.002, -0.052], [0.020, 0.019, 0.038], [-0.093, 0.012, 0.027], [-0.012, -0.103, 0.014], [-0.089, 0.003, 0.021], [-0.040, 0.085, -0.006], [0.075, 0.050, -0.093], [0.057, -0.018, 0.013], [-0.050, 0.015, -0.093], [-0.086, 0.175, 0.027], [-0.024, -0.013, 0.041], [-0.082, -0.181, 0.088], [-0.004, 0.009, 0.016], [0.001, -0.078, 0.048], [0.083, -0.017, 0.036], [0.054, 0.053, -0.008], [-0.008, 0.070, -0.072], [-0.048, -0.040, -0.075], [0.026, 0.022, 0.101], [0.043, -0.036, -0.013], [-0.020, 0.081, 0.001]],
  "nbo_charge": [-0.25, -0.51, 0.24, -0.28, -0.22, -0.23, -0.23, 0.20, -0.48, -0.22, -0.23, -0.43, 0.30, -0.24, -0.63, 0.24, -0.25, -0.19, -0.23, -0.20, -0.27, -0.22, -0.22, 0.18, 0.18, 0.20, 0.22, 0.21, 0.21, 0.21, 0.22, 0.20, 0.25, 0.20, 0.39, 0.24, 0.21, 0.21, 0.21, 0.20, 0.21, 0.20, 0.22, 0.18]
}

{
  "formula": "C18H21N5O2Re",
  "method": "ωB97M-V with the def2-TZVPD basis set",
  "total_charge": 4,
  "orbital_gap_ev": [6.9819, 4.1635],
  "multiplicity": 4,
  "lumo_ev": [-14.979, -17.790],
  "s_squared": 3.774,
  "homo_energy_ev": [-21.960, -21.953],
  "symbols": ["N", "C", "C", "H", "H", "H", "N", "C", "C", "H", "H", "H", "N", "C", "C", "H", "H", "H", "Re", "C", "O", "C", "O", "C", "C", "C", "C", "C", "C", "H", "H", "H", "H", "H", "H", "C", "N", "C", "C", "N", "C", "H", "H", "H", "H", "H", "H"],
  "positions_angstrom": [[3.316277, -1.544147, 0.230627], [3.240693, -2.232812, 1.168015], [3.239186, -3.131503, 2.305730], [4.052803, -3.860228, 2.186056], [2.279372, -3.662024, 2.365276], [3.396233, -2.555484, 3.228159], [-3.118144, 0.728060, 1.837218], [-4.162287, 0.774259, 2.329279], [-5.367672, 1.050782, 3.089002], [-5.693963, 0.145752, 3.617831], [-6.169260, 1.375637, 2.414035], [-5.168870, 1.846346, 3.819360], [1.282585, 0.200380, -3.726430], [0.570547, 0.852399, -4.374302], [-0.314441, 1.649390, -5.205853], [-0.640287, 2.540087, -4.650546], [-1.193447, 1.050961, -5.485063], [0.217776, 1.959055, -6.116017], [-1.558112, -0.435672, 0.339206], [-1.546729, 1.415465, -0.463747], [-1.636283, 2.497203, -0.871201], [-0.337655, -0.039777, 1.900103], [0.265894, 0.197975, 2.866313], [-1.314779, -2.519097, 0.702536], [-0.469194, -2.072413, -0.338100], [-1.023863, -1.393352, -1.436008], [-2.414968, -1.173088, -1.493302], [-3.232529, -1.544444, -0.421249], [-2.683490, -2.212710, 0.681689], [-0.892521, -3.012446, 1.569779], [0.606656, -2.209744, -0.283390], [-0.379648, -1.039500, -2.237244], [-2.843607, -0.636255, -2.335164], [-4.283926, -1.279649, -0.408661], [-3.324321, -2.445255, 1.522918], [4.657091, 1.586479, 0.811386], [3.300408, 1.662326, 0.281962], [2.849960, 2.428568, -0.780787], [1.499837, 2.150178, -0.911975], [1.126198, 1.251944, 0.062966], [2.217615, 0.979403, 0.771321], [5.301421, 2.240383, 0.213097], [4.677837, 1.916000, 1.861047], [5.017051, 0.550345, 0.761851], [3.484465, 3.075948, -1.362230], [0.833310, 2.545840, -1.659495], [2.336780, 0.328435, 1.624003]],
  "forces_ev_per_a": [[-0.710, -0.548, 1.432], [0.456, 0.737, -1.473], [-0.039, -0.190, 0.364], [-0.208, 0.140, 0.079], [0.333, 0.026, 0.030], [0.027, -0.246, -0.188], [0.960, -1.663, -1.624], [0.131, 0.985, 0.764], [-0.338, -0.323, -0.187], [0.074, 0.143, -0.050], [0.128, -0.029, 0.064], [0.142, -0.106, -0.133], [-1.149, 0.829, -0.089], [0.893, -0.837, 0.627], [-0.222, 0.177, -0.244], [0.088, -0.177, -0.281], [0.281, 0.212, -0.032], [-0.194, -0.058, 0.218], [-0.797, 6.492, 4.100], [-0.918, 6.624, -2.605], [0.488, -4.793, 1.678], [3.435, 1.314, 6.352], [-2.744, -1.210, -4.529], [-0.033, -2.674, 0.380], [1.241, -1.643, 0.193], [0.266, -0.277, -2.033], [-1.313, -1.009, -1.945], [-1.409, -0.025, -1.475], [0.004, -1.768, 1.043], [-0.013, -0.110, 0.031], [0.107, -0.038, -0.019], [0.220, 0.146, -0.086], [-0.016, -0.047, 0.011], [-0.012, 0.069, -0.106], [0.100, -0.088, 0.154], [0.943, 0.015, 0.389], [-0.829, 1.536, -1.867], [2.760, -1.315, 2.231], [-1.965, -1.506, 0.891], [-0.537, 0.445, -0.789], [0.829, 0.492, -0.790], [-0.149, -0.218, 0.184], [-0.127, 0.013, -0.366], [-0.177, 0.268, -0.170], [0.204, 0.113, -0.054], [-0.065, 0.024, -0.018], [-0.147, 0.099, -0.061]],
  "nbo_charge": [-0.43, 0.35, -0.75, 0.32, 0.26, 0.28, -0.52, 0.63, -0.77, 0.32, 0.32, 0.34, -0.43, 0.34, -0.75, 0.26, 0.28, 0.32, 0.83, 0.65, -0.25, 0.65, -0.26, -0.19, -0.17, -0.22, -0.17, -0.19, -0.20, 0.32, 0.33, 0.35, 0.33, 0.33, 0.33, -0.44, -0.29, 0.19, 0.16, -0.54, 0.41, 0.28, 0.27, 0.27, 0.30, 0.26, 0.26]
}

Computed ΔE to the lowest compared entry with this formula, charge and spin (kJ/mol) in order:
200.1, 256.7
Computed max |F| (eV Å⁻¹) in order:
0.8, 7.7